1.
Here is C4H7NO2 in the gas phase from the Open Molecules 2025 dataset. Energies are from ωB97M-V/def2-TZVPD.

Geometry as XYZ:
```
14
Properties=species:S:1:pos:R:3:forces:R:3
C -0.832 1.511 0.349 0.0 0.0 0.0
C -0.281 0.159 -0.023 0.0 0.2 0.2
C 1.167 -0.084 0.376 0.1 0.1 0.1
N 1.801 -1.009 -0.392 0.1 0.1 0.0
O 1.677 0.493 1.320 -0.2 -0.2 -0.3
C -1.169 -1.004 -0.159 -0.1 -0.2 0.2
O -0.622 -0.370 -1.306 0.0 0.1 -0.2
H -1.925 1.500 0.349 0.2 0.0 0.0
H -0.472 1.774 1.346 -0.1 0.0 -0.1
H -0.489 2.277 -0.353 0.0 -0.1 0.1
H 2.794 -1.126 -0.256 -0.1 0.0 0.0
H 1.390 -1.264 -1.277 0.1 0.0 0.1
H -0.799 -2.006 0.056 0.0 0.1 -0.1
H -2.240 -0.853 -0.029 0.2 0.0 0.0
```
Positions in Å, forces in eV/Å.

Net charge   0
E_HOMO   -9.89 eV
SMILES   C[C@@]1(C(N)=O)CO1
Largest force on an atom   0.41 eV Å⁻¹
Orbital gap   10.80 eV

List of Löwdin charges in e, atom by atom: 0.01, -0.41, -0.47, 0.18, 0.06, -0.07, -0.03, 0.09, 0.09, 0.10, 0.12, 0.10, 0.12, 0.12

***

2.
Here is C5H11N3OS in the gas phase from the Open Molecules 2025 dataset. Energies are from ωB97M-V/def2-TZVPD.

Geometry as XYZ:
```
21
Properties=species:S:1:pos:R:3:forces:R:3
C -0.436 -0.580 0.404 -1.9 -0.4 0.9
C 1.791 -1.296 0.253 1.0 -1.3 0.1
C 1.442 0.934 1.204 -1.3 -0.6 -1.5
C 1.078 0.457 -1.287 0.0 -0.4 0.9
C 0.880 -0.104 0.146 1.9 2.2 0.8
N -1.398 -1.138 0.820 4.1 0.9 -1.2
N -2.623 -1.282 0.673 -3.1 0.4 0.4
N -2.033 0.937 -0.811 -1.0 -1.5 1.0
O -4.413 0.558 0.369 -0.2 0.8 1.2
S -3.190 0.072 -0.182 0.5 0.0 -2.2
H 2.674 -1.236 -0.423 -0.2 0.4 0.9
H 2.035 -1.644 1.295 -0.1 0.6 -1.1
H 1.223 -2.047 -0.222 -0.4 -1.6 -0.3
H 1.067 1.947 1.058 -0.2 -0.1 0.4
H 2.461 0.910 0.940 1.5 0.4 0.0
H 1.334 0.509 2.182 -0.3 0.2 0.7
H 2.090 0.818 -1.290 0.7 -0.1 -0.2
H 0.488 1.313 -1.551 -0.8 0.0 0.0
H 0.965 -0.380 -1.960 -0.1 0.1 -0.6
H -1.820 1.804 -0.344 -0.1 0.3 0.4
H -3.615 -0.553 -1.274 0.2 -0.4 -0.5
```
Positions in Å, forces in eV/Å.

Net charge   0
E_HOMO   -8.85 eV
Largest force on an atom   4.41 eV Å⁻¹
Orbital gap   9.37 eV

List of Löwdin charges in e, atom by atom: 0.00, -0.06, -0.01, -0.03, -0.57, -0.06, -0.18, -0.21, -0.38, 0.69, 0.11, 0.12, 0.07, 0.09, 0.06, 0.08, 0.08, 0.07, 0.09, 0.01, 0.05

***

3.
Here is CH2N4 in the gas phase from the Open Molecules 2025 dataset. Energies are from ωB97M-V/def2-TZVPD.

Geometry as XYZ:
```
7
Properties=species:S:1:pos:R:3:forces:R:3
C -1.011 -0.258 0.005 0.7 -0.5 -0.8
N -0.719 1.049 -0.039 0.2 0.7 0.5
N 0.567 1.174 -0.010 0.5 -0.6 -0.5
N 1.057 -0.088 -0.077 0.1 1.3 1.1
N 0.114 -0.984 -0.032 -1.2 -1.0 0.2
H -2.053 -0.605 -0.031 0.9 -0.1 0.1
H 2.044 -0.287 0.184 -1.2 0.2 -0.6
```
Positions in Å, forces in eV/Å.

Net charge   0
E_HOMO   -10.97 eV
SMILES   c1nn[nH]n1
Largest force on an atom   1.70 eV Å⁻¹
Orbital gap   12.02 eV

List of Löwdin charges in e, atom by atom: -0.22, -0.02, 0.00, -0.07, 0.04, 0.11, 0.17

***

4.
Here is 2 unconnected molecules or ions with the total composition CH6N2O from the Open Molecules 2025 dataset. Energies are from ωB97M-V/def2-TZVPD.

Geometry as XYZ:
```
10
Properties=species:S:1:pos:R:3:forces:R:3
H -1.232 0.665 2.482 -0.5 -0.5 0.8
N -0.260 0.366 2.507 0.5 -1.6 -3.5
C -0.082 -0.400 1.444 0.3 1.9 -0.6
N -1.082 -0.982 0.579 2.1 0.1 0.4
H 0.939 -0.380 0.919 -1.1 -1.0 1.6
H -0.777 -1.380 -0.345 -0.2 0.9 1.6
H -1.867 -0.380 0.519 -1.0 0.2 -0.2
O 1.436 0.463 -2.849 -4.5 -2.5 -1.4
H 2.150 0.905 -2.594 5.3 2.5 1.6
H 0.775 1.124 -2.661 -0.9 0.0 -0.1
```
Positions in Å, forces in eV/Å.

Net charge   0
E_HOMO   -9.63 eV
SMILES   [H]/N=C\N.O
Largest force on an atom   6.06 eV Å⁻¹
Orbital gap   10.27 eV

List of Löwdin charges in e, atom by atom: 0.02, 0.03, -0.34, 0.03, 0.12, 0.10, 0.05, 0.01, -0.05, 0.04

***

5.
Here is C22H23NO6 in the gas phase from the Open Molecules 2025 dataset. Energies are from ωB97M-V/def2-TZVPD.

Geometry as XYZ:
```
52
Properties=species:S:1:pos:R:3:forces:R:3
C -5.605 -3.127 -1.335 0.3 0.6 0.0
O -5.399 -1.711 -1.148 -0.1 -0.5 0.0
C -4.135 -1.220 -1.032 0.7 0.1 0.0
C -4.026 0.168 -0.776 0.1 -1.0 -0.2
C -2.771 0.732 -0.608 -0.1 -0.2 0.1
C -1.600 -0.048 -0.580 0.0 0.3 -0.4
C -0.215 0.600 -0.348 0.4 -1.2 -1.8
C 0.921 -0.382 -0.259 1.6 -0.7 0.4
C 2.221 0.078 -0.670 -1.5 -0.8 -0.5
O 2.419 1.116 -1.285 0.7 0.5 0.3
O 3.287 -0.767 -0.375 -0.6 -0.7 -0.5
C 2.908 -2.159 -0.599 0.3 0.6 0.5
C 2.490 -2.363 -2.050 -0.3 -0.1 -0.2
C 4.144 -2.988 -0.265 -0.4 0.3 0.2
O 1.869 -2.518 0.340 0.3 0.4 -0.2
C 0.874 -1.575 0.563 0.0 0.9 -0.3
O 0.027 -1.809 1.412 0.3 -0.3 -0.1
C -1.722 -1.394 -0.938 0.0 0.0 0.2
C -2.960 -1.991 -1.173 -0.6 0.5 0.2
H -6.664 -3.275 -1.100 0.3 -0.1 -0.1
H -5.402 -3.408 -2.379 0.0 0.1 0.3
H -4.972 -3.733 -0.665 -0.3 0.3 -0.2
H -4.937 0.756 -0.704 0.2 0.0 -0.1
H -2.743 1.816 -0.527 0.1 -0.3 0.1
H 0.030 1.182 -1.262 -0.3 0.2 0.6
H 1.563 -1.824 -2.288 0.3 -0.2 0.1
H 3.293 -2.007 -2.708 -0.2 -0.1 0.2
H 2.325 -3.432 -2.231 0.0 0.2 0.0
H 4.412 -2.835 0.780 0.0 0.0 0.0
H 3.939 -4.046 -0.431 0.0 0.1 0.0
H 4.976 -2.667 -0.893 -0.1 0.0 0.0
H -0.837 -2.024 -1.035 -0.3 0.3 0.1
H -2.997 -3.055 -1.422 0.0 0.5 0.1
C -2.217 2.189 2.146 -0.6 -0.1 -0.1
C -1.224 2.483 1.060 -0.3 1.0 0.0
C -0.141 1.429 0.884 0.6 1.5 1.3
N 1.192 2.203 1.057 -0.3 -0.1 0.1
C 1.495 3.276 0.293 -0.1 -0.1 -0.2
C 2.662 4.003 0.496 -0.2 -0.2 0.1
C 3.555 3.611 1.494 -0.4 -0.1 -0.2
C 3.204 2.520 2.290 -0.1 -0.4 0.2
C 2.020 1.833 2.059 -0.1 0.0 -0.3
O -1.248 3.520 0.411 0.0 -1.0 0.6
H -2.318 1.120 2.357 0.2 0.1 -0.1
H -1.895 2.700 3.057 0.0 0.0 0.0
H -3.196 2.572 1.854 0.1 0.1 0.1
H -0.186 0.736 1.732 0.1 0.2 -0.1
H 0.757 3.565 -0.458 0.4 -0.3 0.3
H 2.825 4.869 -0.142 0.1 -0.3 0.2
H 4.504 4.138 1.639 -0.4 -0.2 0.0
H 3.822 2.169 3.116 -0.1 0.2 -0.3
H 1.675 0.975 2.644 0.3 0.3 -0.2
```
Positions in Å, forces in eV/Å.

Net charge   0
E_HOMO   -7.18 eV
Largest force on an atom   2.22 eV Å⁻¹
Orbital gap   6.29 eV

List of Löwdin charges in e, atom by atom: -0.07, -0.10, -0.27, 0.00, -0.04, -0.13, -0.16, -0.11, -0.49, 0.05, 0.04, -0.52, 0.01, 0.01, 0.06, -0.46, 0.06, -0.01, 0.00, 0.09, 0.09, 0.09, 0.12, 0.11, 0.17, 0.09, 0.10, 0.09, 0.09, 0.09, 0.09, 0.11, 0.11, 0.00, -0.40, -0.13, 0.04, 0.00, 0.00, -0.01, -0.01, 0.01, 0.08, 0.10, 0.10, 0.10, 0.15, 0.15, 0.12, 0.12, 0.12, 0.16

***

6.
Here is a molecular structure, C30H44GdI2N3OSi from the Open Molecules 2025 dataset. Energies are from ωB97M-V/def2-TZVPD.

Geometry as XYZ:
```
82
Properties=species:S:1:pos:R:3:forces:R:3
Gd 0.097 -0.382 -0.554 1.4 -0.4 -1.3
C 2.199 0.650 -2.324 -0.3 -0.7 0.2
C 2.296 -0.795 -2.241 0.6 1.2 -0.5
C 2.728 -1.091 -0.931 -1.1 -0.8 1.2
C 2.693 0.095 -0.122 -0.1 0.4 -1.6
C 2.454 1.163 -1.062 -0.3 0.7 1.6
C 2.593 2.613 -0.578 -1.9 -1.6 1.7
C 3.075 0.377 1.302 -0.2 0.0 0.1
C 2.931 -2.504 -0.423 1.1 0.3 0.4
C 2.363 -1.736 -3.407 0.5 -2.2 0.2
C 1.971 1.471 -3.541 0.6 2.0 -0.4
H 2.160 2.622 0.511 1.4 0.1 -1.8
H 1.915 3.310 -1.035 0.0 0.3 -0.8
H 3.631 2.871 -0.663 0.4 0.6 0.3
H 3.623 -0.438 1.704 0.7 -1.0 0.4
H 2.250 0.516 2.037 0.3 0.3 -0.7
H 3.749 1.235 1.327 -0.2 0.0 0.2
H 2.207 -2.777 0.377 0.4 -0.1 -0.6
H 3.971 -2.606 -0.014 -0.8 0.1 0.0
H 2.912 -3.202 -1.263 -0.4 -0.1 0.3
H 2.746 -1.413 -4.363 0.2 0.9 -0.1
H 1.507 -2.347 -3.691 -1.0 0.5 0.2
H 3.009 -2.613 -3.176 0.2 0.7 0.1
H 2.881 2.108 -3.833 -1.2 -0.7 0.7
H 1.073 2.146 -3.509 0.9 -0.4 0.3
H 1.806 0.878 -4.401 -0.1 -0.9 -0.9
I -4.470 0.780 0.774 -0.3 0.1 -0.2
C -3.046 0.184 2.124 0.8 -0.1 1.5
C -3.260 0.384 3.523 -0.5 0.0 -0.8
C -2.390 -0.107 4.444 0.0 0.1 0.0
I -2.760 0.035 6.495 -0.4 0.2 0.0
C -1.196 -0.729 4.020 0.5 -0.4 -0.5
C -0.226 -1.209 4.895 0.2 0.3 1.6
C 0.917 -1.775 4.469 2.1 -0.5 -0.5
C 1.140 -1.831 3.043 1.0 -0.5 2.0
N 0.306 -1.360 2.185 -1.2 0.1 -1.0
C -0.870 -0.893 2.661 -2.4 1.7 -1.4
C -1.896 -0.440 1.661 -0.1 -0.6 1.1
O -1.792 -0.729 0.402 0.2 -0.4 0.2
H -4.175 0.893 3.817 0.2 -0.1 0.1
H -0.367 -1.047 5.961 0.0 -0.2 -0.2
H 1.738 -2.059 5.216 -1.4 0.2 -1.4
H 2.047 -2.261 2.655 0.3 0.0 0.0
C -2.385 0.030 -2.467 -1.0 0.3 -1.3
N -1.274 -0.759 -2.929 0.0 -1.2 0.2
C -0.799 -0.246 -4.188 0.3 -1.9 -0.9
C -1.726 -2.178 -3.200 -0.8 1.8 1.3
C -2.050 -2.880 -1.908 -0.9 -1.3 -0.9
N -0.914 -3.269 -1.111 1.0 0.5 -0.4
C -1.403 -3.717 0.179 2.0 0.4 0.9
C -0.116 -4.304 -1.803 -0.7 0.5 -0.1
H -3.106 0.160 -3.319 0.3 0.2 0.5
H -2.014 1.006 -2.140 -0.5 -0.2 0.3
H -2.893 -0.555 -1.723 -0.3 0.7 0.6
H -1.587 -0.414 -4.948 0.3 -0.1 -0.1
H 0.116 -0.832 -4.406 -0.5 0.6 -0.4
H -0.602 0.784 -4.216 0.4 1.4 0.5
H -0.990 -2.604 -3.813 1.2 -1.0 -0.5
H -2.649 -2.233 -3.797 0.0 0.6 -0.1
H -2.657 -3.787 -2.207 0.4 0.4 0.4
H -2.743 -2.267 -1.328 0.3 -0.1 0.1
H -2.083 -4.494 0.065 -1.4 -1.9 -0.3
H -1.934 -2.894 0.592 -0.3 0.6 0.6
H -0.612 -4.061 0.913 -0.6 0.5 -1.1
H -0.701 -5.249 -1.812 0.2 0.3 -0.5
H 0.728 -4.470 -1.162 0.8 -0.2 0.0
H 0.209 -3.957 -2.834 -0.4 -0.6 1.4
C -2.251 4.021 2.717 0.5 0.2 -0.6
Si -0.736 4.146 1.655 0.8 0.7 0.1
C 0.698 3.933 2.892 0.3 0.0 -0.7
C -0.568 5.939 0.946 0.5 -0.6 2.0
C -0.683 2.772 0.444 0.0 0.6 0.2
C -0.598 1.819 -0.310 0.3 -0.1 -0.3
H -2.522 5.027 2.997 -0.2 0.2 0.6
H -1.986 3.368 3.532 -0.1 0.0 0.6
H -3.063 3.582 2.186 -0.8 -0.3 -0.4
H 0.577 4.731 3.663 0.4 -0.7 -0.4
H 1.678 3.985 2.353 -0.6 0.3 0.6
H 0.667 2.922 3.336 -0.2 0.5 0.1
H -0.598 6.582 1.881 0.1 -0.6 -1.0
H -1.365 6.262 0.319 -0.6 0.2 -0.6
H 0.399 6.110 0.476 0.0 0.0 -0.1
```
Positions in Å, forces in eV/Å.

⟨S²⟩   15.91
Net charge   0
E_HOMO (spin up / spin down)   -7.42 / -7.48 eV
Spin multiplicity   8
Largest force on an atom   3.28 eV Å⁻¹
Orbital gap (spin up / spin down)   6.62 / 7.55 eV

List of Löwdin charges in e, atom by atom: 1.56, -0.29, -0.29, -0.32, -0.32, -0.30, -0.04, -0.06, -0.05, -0.06, -0.06, 0.08, 0.06, 0.08, 0.06, 0.07, 0.08, 0.06, 0.09, 0.05, 0.08, 0.04, 0.08, 0.11, 0.09, 0.03, 1.00, -0.66, -0.21, -0.67, 0.93, -0.23, -0.09, -0.03, -0.14, 0.08, -0.13, -0.43, -0.38, 0.09, 0.04, 0.14, 0.10, -0.15, -0.30, -0.09, -0.16, -0.23, -0.28, -0.09, -0.06, 0.12, 0.06, 0.02, 0.11, 0.08, 0.06, 0.08, 0.14, 0.15, 0.10, 0.06, 0.06, 0.12, 0.10, 0.06, 0.09, -0.18, 0.44, -0.19, -0.18, -0.21, -0.22, 0.03, 0.02, -0.01, 0.04, 0.03, 0.02, 0.04, 0.00, 0.02

***

Listing energy relative to the best compared isomer or geometry (same formula, charge and spin) for the structures above in their given order: 1.126, 4.835, 1.685, 1.743, 3.503, 1.656 eV.